Record 1
Computed, not measured: a gas-phase ion, C4H6NO (charge +1) in a non-equilibrium geometry, with ωB97M-V with the def2-TZVPD basis set.

Total charge   +1
F_max   4.9 eV/Å
HOMO energy   -0.53502 hartree
LUMO level   -0.21066 Eh
Orbital gap   8.83 eV
Energy   -285.514320 a.u.

Each line ends with the Mulliken charge.
CARTESIAN COORDINATES (ANGSTROEM)
C  1.754249  0.911621  0.150849  -0.450
C  2.221733  -0.440642  -0.187721  -0.179
C  -0.054053  -0.943376  0.056989  0.483
C  -2.422519  -0.141306  0.108045  -0.748
N  -1.144019  -0.644273  -0.192771  0.042
O  1.052233  -1.408501  0.102847  -0.186
H  2.583194  1.746930  0.098533  0.276
H  2.836373  -0.665131  -1.024618  0.411
H  3.011777  -0.725236  0.690461  0.318
H  -2.994347  -0.262453  -0.768053  0.353
H  -2.479213  0.911069  0.063896  0.366
H  -2.885014  -0.366097  1.149839  0.315

Cartesian forces, eV/Å:
1.9 -0.1 -0.5
1.2 2.1 4.3
-3.0 1.0 -0.9
-1.6 0.4 1.6
1.1 -0.1 1.3
3.3 -1.2 -0.5
-1.3 -1.9 -0.1
-0.4 -0.6 -1.4
-1.9 0.7 -1.4
-1.4 -1.4 -0.6
1.1 1.7 0.4
1.0 -0.5 -2.1

=====

Record 2
Computed, not measured: a gas-phase ion, C4H6NO (charge +1) in a non-equilibrium geometry, with ωB97M-V with the def2-TZVPD basis set.

Total charge   +1
F_max   5.0 eV/Å
HOMO energy (alpha / beta)   -0.56633 / -0.56632 hartree
LUMO level (alpha / beta)   -0.26862 / -0.26863 Eh
Orbital gap (alpha / beta)   8.10 / 8.10 eV
Energy   -285.564609 a.u.

Each line ends with the Mulliken charge.
CARTESIAN COORDINATES (ANGSTROEM)
C  -0.514691  -0.206303  0.589857  0.365
C  0.220610  0.733640  -0.290669  -0.411
C  -0.879644  -0.086914  1.887425  -0.596
C  0.670795  -0.207616  -1.385741  -0.268
N  -0.452946  -1.666070  -0.100015  0.089
O  0.261475  -1.494150  -1.080935  0.041
H  -0.418184  1.639886  -0.664803  0.299
H  1.057604  1.302049  0.107211  0.341
H  -0.466094  0.799966  2.459837  0.269
H  -1.538747  -0.848399  2.269141  0.318
H  0.306003  0.087858  -2.405029  0.280
H  1.753819  -0.053948  -1.386279  0.273

Cartesian forces, eV/Å:
0.5 -2.1 0.5
-1.7 1.7 -1.0
0.7 0.3 -1.2
1.3 4.4 -1.9
-0.8 4.4 2.2
-0.1 -2.6 -0.3
0.5 -2.0 0.5
0.2 -0.6 0.7
-1.1 -1.2 -0.6
0.2 -0.1 0.7
0.1 -0.8 0.9
0.1 -1.4 -0.5

=====

Record 3
Computed, not measured: a gas-phase ion, C4H6NO (charge +1) in a non-equilibrium geometry, with ωB97M-V with the def2-TZVPD basis set.

Total charge   +1
F_max   4.4 eV/Å
SMILES   C1=C[N@@H+]2C[C@@H]2O1
HOMO energy   -0.55431 hartree
LUMO level   -0.13201 Eh
Orbital gap   11.49 eV
Energy   -285.645248 a.u.

Each line ends with the Mulliken charge.
CARTESIAN COORDINATES (ANGSTROEM)
C  0.721301  -1.259266  0.609969  -0.388
C  0.266249  -0.145502  1.230266  -0.112
N  -0.073093  0.890723  0.305780  -0.168
C  -1.046404  0.456556  -0.692921  -0.298
C  0.270981  -0.027852  -1.143745  0.072
O  0.987026  -1.080212  -0.758960  -0.249
H  0.958551  -2.083489  1.162452  0.477
H  0.140256  0.161049  2.294533  0.402
H  0.214519  1.798085  0.604045  0.300
H  -1.591285  1.223124  -1.212093  0.328
H  -1.702617  -0.291605  -0.338185  0.258
H  0.854516  0.358391  -2.061142  0.378

Cartesian forces, eV/Å:
-0.8 3.3 0.2
0.1 0.1 -0.1
0.8 -1.7 0.3
0.6 -0.6 -0.2
2.0 1.8 -3.4
-1.8 -0.5 2.4
0.9 -2.5 0.5
0.3 -1.0 -0.9
-0.3 1.1 -0.5
0.4 0.3 -0.5
-0.8 -0.6 0.7
-1.5 0.2 1.6

=====

Record 4
Computed, not measured: a gas-phase ion, C4H6NO (charge +1) in a non-equilibrium geometry, with ωB97M-V with the def2-TZVPD basis set.

Total charge   +1
F_max   4.6 eV/Å
SMILES   C[N+]1=CC(=O)C1
HOMO energy   -0.56539 hartree
LUMO level   -0.22286 Eh
Orbital gap   9.32 eV
Energy   -285.644927 a.u.

Each line ends with the Mulliken charge.
CARTESIAN COORDINATES (ANGSTROEM)
C  -0.139242  -0.305879  -1.017251  -0.731
N  0.359372  0.038386  0.319350  0.121
C  1.488616  0.476045  0.794413  -0.069
C  0.887123  0.385409  2.342820  0.315
O  1.325749  0.689472  3.370001  -0.312
C  -0.381179  -0.085012  1.534109  -0.454
H  -0.865117  -1.196458  -0.938152  0.287
H  -0.748442  0.389022  -1.613612  0.344
H  0.608135  -0.456082  -1.733047  0.369
H  2.348774  0.941213  0.447187  0.461
H  -0.668613  -1.198683  1.718780  0.340
H  -1.153998  0.606321  1.697679  0.330

Cartesian forces, eV/Å:
-2.6 -1.2 -0.1
1.7 1.3 -1.3
-2.4 -0.4 2.4
0.3 -0.1 -3.8
-0.3 -0.1 0.8
-0.2 -3.6 2.9
1.5 1.1 0.1
-0.1 0.9 1.3
1.7 -0.8 -0.4
1.5 0.3 -1.6
0.1 2.0 -0.2
-1.4 0.7 -0.3

=====

Record 5
Computed, not measured: a single C4H6NP molecule in a non-equilibrium geometry, with ωB97M-V with the def2-TZVPD basis set.

F_max   1.5 eV/Å
HOMO energy   -0.27327 hartree
LUMO level   0.01473 Eh
Orbital gap   7.84 eV
Energy   -551.908415 a.u.

Each line ends with the Mulliken charge.
CARTESIAN COORDINATES (ANGSTROEM)
C  0.465092  -0.436709  1.034910  0.007
C  1.384798  -0.638950  0.040698  -0.429
C  -0.464232  0.546177  -1.793664  -0.678
C  -0.592170  0.454884  0.915178  -0.327
N  -1.842081  0.296039  1.228415  -0.291
P  1.079690  0.070814  -1.530278  0.307
H  0.683661  -0.811145  2.034813  0.325
H  2.276707  -1.225056  0.197970  0.350
H  -0.616176  1.197327  -2.651424  0.229
H  -2.293381  -0.602431  1.398968  0.217
H  -2.468300  1.088933  1.179686  0.256
H  2.386390  0.060117  -2.055271  0.035

Cartesian forces, eV/Å:
0.6 -0.1 -0.3
-0.4 -0.1 -0.3
0.7 0.1 0.1
-0.6 0.7 -0.2
-0.1 -0.3 0.1
-0.3 -0.8 1.3
-0.1 0.0 0.0
0.1 0.0 0.1
-0.1 0.1 -0.1
0.2 0.1 -0.1
0.1 -0.1 0.1
-0.1 0.4 -0.6

=====

Record 6
Computed, not measured: a single C4H6O molecule, with ωB97M-V with the def2-TZVPD basis set.

F_max   0.7 eV/Å
HOMO energy   -0.32975 hartree
LUMO level   -0.02025 Eh
Orbital gap   8.42 eV
Energy   -231.096803 a.u.

Each line ends with the Mulliken charge.
CARTESIAN COORDINATES (ANGSTROEM)
O  -1.974181  0.039958  -0.463880  -0.537
C  -0.784780  -0.041318  -0.248473  0.614
C  0.055274  1.232386  -0.064833  -0.344
C  1.436237  1.260749  0.423141  -0.432
C  -0.068724  -1.374062  -0.179608  -1.078
H  -0.170416  1.926655  -0.884608  0.341
H  -0.336052  1.762760  0.840533  0.286
H  1.556571  0.336801  1.036922  0.192
H  1.005046  -1.282690  -0.372214  0.337
H  -0.200455  -1.807755  0.819338  0.280
H  -0.518524  -2.053485  -0.906321  0.340

Cartesian forces, eV/Å:
0.7 0.0 0.1
-0.3 -0.1 0.0
0.2 0.1 -0.1
-0.5 -0.2 0.1
0.0 -0.1 0.0
0.0 0.0 0.2
0.0 0.0 0.0
0.0 0.2 -0.1
-0.2 0.0 0.0
0.0 0.1 -0.1
0.0 0.1 0.1

=====

Record 7
Computed, not measured: a single C4H6O molecule, with ωB97M-V with the def2-TZVPD basis set.

F_max   0.6 eV/Å
HOMO energy   -0.38053 hartree
LUMO level   -0.00268 Eh
Orbital gap   10.28 eV
Energy   -231.083531 a.u.

Each line ends with the Mulliken charge.
CARTESIAN COORDINATES (ANGSTROEM)
C  1.368451  0.770529  0.045550  -0.662
O  0.073762  0.849475  0.604320  -0.324
C  -0.906873  0.163938  -0.109895  -0.389
C  -0.220283  -1.946152  -0.507783  -0.598
C  -1.060529  -1.347830  0.271001  0.102
H  1.753618  -0.260298  0.036481  0.320
H  2.014973  1.395323  0.666582  0.236
H  1.389438  1.157506  -0.985414  0.291
H  -1.869602  0.604103  0.153000  0.286
H  -0.763875  0.286175  -1.191912  0.378
H  -1.779079  -1.672769  1.018070  0.361

Cartesian forces, eV/Å:
0.3 0.0 -0.1
-0.1 0.0 0.2
-0.2 0.2 -0.2
-0.5 0.1 0.4
0.5 -0.3 -0.3
-0.2 0.1 0.0
-0.1 -0.1 -0.1
-0.1 -0.1 0.2
0.1 0.0 -0.1
0.0 -0.1 0.2
0.3 0.1 -0.1

=====

Record 8
Computed, not measured: a single C4H6O molecule in a non-equilibrium geometry, with ωB97M-V with the def2-TZVPD basis set.

F_max   6.0 eV/Å
SMILES   CC1=COC1
HOMO energy   -0.33285 hartree
LUMO level   0.03664 Eh
Orbital gap   10.05 eV
Energy   -231.125293 a.u.

Each line ends with the Mulliken charge.
CARTESIAN COORDINATES (ANGSTROEM)
C  1.177822  -0.061898  0.239939  -1.014
C  -0.321264  0.183319  0.204822  0.200
C  -1.125726  1.074817  0.810033  -0.292
O  -2.375267  0.554917  -0.050561  -0.390
C  -1.486714  -0.321297  -0.762280  -0.182
H  1.640892  -1.096714  0.036615  0.285
H  1.482863  0.047173  1.330018  0.284
H  1.703756  0.664481  -0.375958  0.237
H  -1.220514  1.882435  1.468220  0.413
H  -1.545195  0.010835  -1.887387  0.255
H  -1.583752  -1.415544  -0.410311  0.203

Cartesian forces, eV/Å:
0.6 -1.0 2.0
0.3 0.2 -1.9
-2.4 -3.8 -4.0
1.5 1.8 2.2
1.6 0.3 1.6
-1.5 1.3 -0.2
-0.1 0.4 -1.3
0.1 0.0 0.1
-0.1 0.7 0.9
0.6 -1.3 2.1
-0.6 1.3 -1.5

=====

- Number 8 is which compound?
  C4H6O

=====

- Which value of F_max does entry 2 give?
  5.0 eV/Å